No. 1
{
  "formula": "C12H36NO15",
  "method": "ωB97M-V/def2-TZVPD",
  "charge": -1,
  "fmax_ha_per_bohr": 0.074,
  "multiplicity": 1,
  "lumo_energy_ev": 2.671,
  "e_above_lowest_kj_mol": 303.4,
  "homo_energy_ev": -6.79,
  "elements": ["H", "O", "H", "C", "C", "H", "H", "O", "H", "H", "O", "H", "H", "H", "O", "O", "C", "H", "H", "H", "H", "O", "C", "H", "H", "H", "C", "H", "H", "H", "O", "C", "O", "O", "H", "H", "O", "H", "O", "C", "C", "H", "H", "H", "O", "H", "H", "O", "N", "C", "H", "H", "H", "O", "H", "O", "C", "H", "H", "H", "C", "H", "C", "H"],
  "coordinates": [[4.10907, -26.97906, 18.57497], [5.22258, -27.51826, 12.81640], [8.37731, -28.84494, 17.32333], [8.28605, -28.94364, 15.50689], [3.80810, -30.61902, 8.64596], [0.41251, -29.91398, 12.66885], [5.74398, -30.33584, 7.71305], [11.47016, -28.70561, 9.13906], [6.13455, -26.63523, 19.04468], [1.83704, -29.08784, 14.34135], [5.95024, -26.63644, 18.10254], [3.33924, -30.89101, 7.70029], [0.19370, -28.88360, 10.68858], [10.65199, -30.39930, 8.77619], [3.48392, -29.30365, 8.78307], [8.36920, -27.76559, 8.92803], [5.47466, -23.84313, 11.83764], [6.00970, -30.06602, 10.06308], [6.76046, -22.19498, 12.55128], [7.89277, -27.51357, 9.72245], [3.32285, -31.23565, 9.40253], [6.41714, -27.40939, 11.09907], [9.08739, -28.86084, 9.45908], [4.72658, -23.21154, 11.35851], [4.91043, -24.66937, 12.27014], [3.65742, -29.78160, 12.36514], [6.18823, -23.03477, 12.94548], [7.20796, -29.10243, 15.48215], [8.75046, -29.92852, 15.45758], [6.68734, -25.42386, 11.27157], [7.02154, -23.79627, 13.79407], [8.61998, -28.24466, 14.19927], [8.70061, -28.20312, 16.68683], [2.84721, -30.00584, 12.82870], [-0.03474, -28.40946, 13.32362], [9.52130, -27.64123, 14.30697], [0.62103, -28.30976, 11.32865], [5.30401, -32.00129, 8.14263], [4.85738, -26.11158, 15.42549], [4.63842, -26.36073, 17.85002], [4.27648, -26.85585, 16.43688], [10.14090, -29.21216, 7.54226], [4.60203, -26.43461, 14.55828], [2.68567, -28.05840, 13.10558], [5.96852, -30.97264, 9.75013], [5.38682, -22.69710, 13.60262], [7.54012, -24.33640, 13.19330], [7.66714, -27.20381, 14.02491], [5.46976, -27.87942, 11.67332], [0.71050, -28.86550, 12.67189], [8.42104, -29.71314, 9.59192], [6.91124, -27.58730, 13.57418], [4.71781, -27.83655, 16.25922], [4.75110, -28.60628, 11.03666], [3.60198, -29.19020, 9.72900], [6.43388, -24.52971, 11.03104], [2.11881, -28.96994, 13.29503], [3.22088, -27.04703, 16.24383], [8.61429, -28.95215, 13.37009], [11.41915, -27.74952, 9.06918], [5.31268, -30.96792, 8.48929], [9.34417, -28.70649, 10.50710], [10.34440, -29.36825, 8.60166], [4.52039, -25.29123, 18.02424]],
  "forces_ev_per_angstrom": [[-1.11, 0.31, -0.08], [-0.85, -0.26, 1.86], [0.15, 0.52, 0.88], [0.61, 0.08, -0.73], [0.40, -1.72, -2.02], [-0.24, -0.29, -0.34], [0.33, 0.23, 0.20], [1.33, 0.34, -0.49], [-0.11, 0.12, -0.09], [0.59, -0.03, 0.50], [3.02, -0.70, -0.05], [0.01, -0.53, -0.34], [0.10, -0.32, 0.40], [-0.89, -0.21, -0.03], [-0.15, 1.19, 0.93], [0.98, -0.24, 0.08], [1.20, -1.81, 1.58], [-0.15, 0.36, 0.12], [-0.16, 0.21, -0.33], [-0.84, 0.68, -0.19], [0.26, -0.24, 0.34], [3.40, 1.27, -1.15], [0.33, -2.48, -0.60], [0.54, 0.04, -0.92], [-0.39, 0.29, 0.68], [0.00, 0.76, -0.14], [-0.94, -0.45, 0.26], [-0.21, 0.10, 0.29], [0.30, -0.27, 0.43], [-0.80, -0.34, 0.60], [-0.09, -0.07, -0.52], [-0.72, 1.69, 1.31], [-0.49, -1.28, -1.24], [0.36, -2.75, -0.36], [0.32, 0.65, 0.10], [0.65, -0.81, -0.17], [0.49, 0.28, 1.07], [0.32, -0.11, -0.07], [0.17, 2.01, -0.19], [-1.23, -0.44, -0.47], [0.45, -1.16, -0.28], [0.20, 0.22, -0.14], [0.10, -0.23, -0.07], [-0.20, 0.43, 0.47], [0.45, -0.10, -0.57], [-0.03, 0.52, -0.02], [0.34, -0.43, 0.15], [0.33, -0.15, -0.52], [-0.17, 1.51, -0.12], [-0.08, -1.16, -1.25], [-0.42, -0.37, -0.54], [-0.57, 0.42, -0.02], [0.07, -0.68, 1.04], [-2.25, -2.71, -0.30], [-0.08, 1.22, 0.11], [0.28, 1.98, -1.41], [-1.32, 2.51, -0.53], [-0.51, 0.57, 0.55], [0.30, -0.03, -0.09], [-0.37, 0.04, -0.16], [-1.67, -0.33, 0.90], [0.85, 0.50, -0.06], [-1.29, 1.47, 2.09], [-0.89, 0.16, -0.35]]
}

No. 2
{
  "formula": "C4H9N9",
  "method": "ωB97M-V/def2-TZVPD",
  "charge": 2,
  "fmax_ha_per_bohr": 0.091,
  "multiplicity": 3,
  "s_squared": 2.04,
  "lumo_energy_ev": [-7.413, -11.461],
  "homo_energy_ev": [-17.24, -18.54],
  "elements": ["C", "C", "N", "N", "H", "N", "N", "H", "H", "C", "N", "C", "H", "H", "H", "H", "N", "N", "H", "N", "N", "H"],
  "coordinates": [[1.26090, 0.23266, -1.24668], [-1.02657, 0.69730, 1.52497], [-0.47865, 0.84503, 0.23628], [2.16622, -0.67347, -1.70916], [-0.55377, -0.12316, 3.29833], [-1.96789, 1.54228, 1.94228], [-0.49055, -1.83366, -0.85823], [2.61872, -1.40781, -1.13903], [-1.08641, 1.30251, -0.42513], [-1.65016, -1.44449, -0.65244], [0.47300, -0.02908, -0.17652], [0.03316, -3.00274, -0.57578], [0.61589, -0.36282, 2.10625], [0.89051, 2.36073, -1.39948], [2.71318, -0.29721, -2.48057], [-2.61595, 1.73173, 1.13850], [-0.23272, 0.08414, 2.35861], [1.36138, 1.50054, -1.69532], [-2.09872, 1.95558, 2.89013], [0.47364, -3.97932, -0.22558], [-2.52454, -0.71449, -0.41783], [2.11932, 1.61574, -2.49361]],
  "forces_ev_per_angstrom": [[1.46, 2.06, 0.56], [2.74, 1.96, 1.24], [0.24, -0.55, -0.59], [-0.87, 0.75, 0.34], [-0.01, 0.17, -0.04], [-1.10, -0.55, -2.52], [2.21, -2.67, -0.64], [-0.82, 0.58, -0.42], [-0.08, 0.22, -0.53], [-1.99, 0.50, -0.10], [0.09, 0.74, 1.51], [-2.39, 3.79, -1.39], [0.69, -0.28, -0.61], [0.01, -0.87, -0.04], [0.13, -0.63, 0.25], [0.20, 0.46, 1.77], [-1.13, -0.78, 1.42], [2.19, -0.64, -2.94], [0.11, -0.88, -1.09], [2.11, -3.91, 1.26], [-1.53, 0.30, 0.26], [-2.24, 0.26, 2.30]]
}

No. 3
{
  "formula": "C2H5O2",
  "method": "ωB97M-V/def2-TZVPD",
  "charge": -1,
  "fmax_ha_per_bohr": 0.041,
  "multiplicity": 1,
  "lumo_energy_ev": 4.624,
  "e_above_lowest_kj_mol": 108.7,
  "homo_energy_ev": -2.67,
  "elements": ["H", "H", "O", "H", "H", "C", "C", "H", "O"],
  "coordinates": [[-2.67383, -0.52654, 0.20780], [1.46581, -0.30118, 0.10930], [2.15877, -0.91416, 0.53267], [1.68294, -1.75265, 0.52216], [-2.26976, 1.23423, 0.91196], [-2.04210, 0.39022, 0.23922], [-0.83695, 0.20792, -0.49752], [-0.85262, -0.71642, -1.13709], [0.33145, 0.72337, -0.41571]],
  "forces_ev_per_angstrom": [[0.03, 1.13, -0.06], [0.49, -0.01, 0.32], [-0.55, -0.02, -0.38], [0.17, 0.04, 0.11], [0.33, -0.62, -0.27], [1.41, -0.65, -1.29], [-0.69, -0.89, 1.79], [-0.37, 0.23, 0.08], [-0.81, 0.80, -0.28]]
}

No. 4
{
  "formula": "C5H34O13",
  "method": "ωB97M-V/def2-TZVPD",
  "charge": 0,
  "fmax_ha_per_bohr": 0.025,
  "multiplicity": 1,
  "lumo_energy_ev": 0.194,
  "e_above_lowest_kj_mol": 209.9,
  "homo_energy_ev": -9.40,
  "elements": ["H", "C", "H", "C", "H", "H", "H", "H", "O", "H", "H", "H", "O", "H", "H", "O", "H", "H", "H", "C", "H", "H", "H", "H", "O", "H", "H", "O", "O", "O", "H", "H", "H", "H", "H", "H", "H", "O", "O", "H", "H", "H", "C", "C", "O", "H", "H", "H", "O", "O", "H", "O"],
  "coordinates": [[-3.35060, 0.68481, -1.73247], [-0.58633, -0.71324, -3.00420], [1.15513, 2.72920, 1.08931], [-2.61050, 0.84576, -2.51462], [0.29361, 4.06192, -0.54722], [-0.65386, -3.27926, 0.44771], [-2.13691, -2.07227, -3.70961], [2.55641, -0.90635, -0.24476], [0.24724, -3.65547, 0.35616], [0.48435, -0.56322, -3.09880], [2.98807, -1.60262, 2.81795], [-2.13833, -1.00623, 2.60294], [2.90185, -0.44250, -1.02920], [0.79387, 2.69589, -1.07076], [-2.86493, 2.33961, 0.70099], [2.32739, -1.05065, 2.37297], [-0.64917, 1.44933, 3.30771], [0.06801, -1.30615, 3.96814], [-0.54063, -2.22846, -4.46367], [-1.33432, 0.15217, -2.04752], [-4.23604, 2.21771, 0.10935], [2.49231, 1.29992, -1.62745], [0.39119, -3.55656, -0.59295], [-1.34593, 0.74610, 0.04137], [1.93358, 1.94768, -2.10934], [0.40611, -0.49045, 2.77151], [-2.20275, -2.22307, -0.91277], [-0.46308, 1.86887, 2.45501], [-3.75148, 1.99369, 0.91396], [2.80191, -2.66153, 0.55500], [3.46274, -1.13078, -1.40263], [-3.16146, -0.06199, 1.86183], [-0.04719, -0.32019, -0.41944], [-2.46998, 1.90059, -2.73757], [1.39581, 1.32597, -2.61714], [2.65830, -2.10800, 1.34395], [2.89336, -0.37003, 1.92093], [1.96802, 2.93305, 1.59739], [-2.25224, -2.72280, -0.08162], [-2.67071, -2.04101, 0.48593], [3.14597, 1.70696, 1.08398], [-2.89462, 0.33832, -3.43166], [-0.91463, 0.20632, -0.79182], [-1.14158, -1.64172, -3.77026], [0.13202, 3.11368, -0.46939], [-1.30089, 1.75631, 1.99741], [2.00410, -3.23365, 0.61440], [1.68429, 3.27820, 2.44912], [-2.79129, -0.95930, 1.88964], [3.77521, 0.95641, 1.13430], [3.91475, 0.58249, 0.25861], [-0.36620, -0.78347, 3.27928]],
  "forces_ev_per_angstrom": [[-0.27, 0.28, -0.19], [-0.51, 0.34, -0.19], [0.13, 0.36, 0.35], [0.71, -0.92, 0.09], [0.02, -0.14, 0.05], [0.04, -0.08, 0.05], [-0.30, 0.77, 0.17], [-0.10, -0.28, -0.28], [-0.05, 0.00, -0.25], [0.04, 0.05, 0.03], [-0.22, 0.31, 0.54], [0.23, 0.17, -0.15], [0.09, -0.01, -0.14], [-0.19, 0.12, 0.05], [-0.41, -0.06, 0.13], [0.66, 0.63, 0.76], [0.24, -0.08, -0.11], [-0.35, -0.03, -0.07], [0.20, 0.24, 0.16], [-0.01, -0.02, 0.24], [-0.19, -0.15, 0.16], [-0.14, 0.37, -0.10], [0.03, -0.14, 0.04], [-0.55, 0.21, -0.47], [0.30, -0.71, 0.08], [-0.15, -0.03, -0.24], [0.26, -0.41, 0.05], [-0.39, 0.06, 0.31], [0.70, 0.25, -0.32], [-0.13, -0.97, -0.38], [0.01, -0.04, -0.15], [0.09, -0.33, 0.07], [0.29, -0.30, -0.43], [0.06, 0.09, 0.13], [-0.16, 0.29, -0.13], [-0.18, -0.23, -0.59], [-0.14, 0.55, 0.29], [0.13, 0.06, -0.34], [-0.56, 0.69, -0.53], [0.30, -0.36, 0.46], [0.17, -0.05, 0.19], [-0.48, 0.14, -0.06], [0.47, 0.06, 0.82], [0.39, -1.18, -0.35], [-0.12, 0.09, -0.07], [0.03, 0.05, -0.13], [0.33, 0.29, -0.27], [-0.09, -0.23, -0.12], [-0.57, 0.42, -0.04], [0.06, -0.25, 0.53], [-0.15, 0.23, -0.23], [0.40, -0.14, 0.60]]
}

No. 5
{
  "formula": "C21H36N9O6",
  "method": "ωB97M-V/def2-TZVPD",
  "charge": 1,
  "fmax_ha_per_bohr": 0.044,
  "multiplicity": 1,
  "lumo_energy_ev": -2.747,
  "e_above_lowest_kj_mol": 6.3,
  "homo_energy_ev": -10.79,
  "elements": ["C", "C", "H", "N", "H", "H", "H", "H", "C", "H", "C", "C", "H", "H", "H", "H", "C", "H", "N", "H", "C", "N", "N", "H", "C", "N", "H", "C", "N", "H", "C", "C", "H", "H", "N", "C", "H", "C", "C", "O", "N", "H", "N", "O", "H", "H", "H", "H", "C", "C", "H", "C", "H", "H", "C", "C", "H", "O", "H", "O", "H", "H", "H", "H", "O", "H", "H", "O", "C", "H", "H", "C"],
  "coordinates": [[2.62668, -2.24167, -0.58393], [-1.15890, 5.12482, 1.29744], [3.38628, -1.49092, -0.83144], [1.36762, -1.82718, -1.22515], [-0.53501, -0.59584, 2.30593], [-0.63960, 3.10373, -1.30064], [0.64147, 5.69042, 2.30675], [3.88784, -3.85216, 1.99576], [-1.39397, 3.53502, -0.64225], [-4.24287, 4.51224, 0.48158], [1.43604, -3.24477, 1.47758], [-1.97276, -1.99430, 2.31968], [5.09421, -3.71291, -0.62527], [3.07392, -5.72472, 0.48898], [0.50196, -2.71288, 1.30453], [-1.56960, 1.70928, -4.08765], [1.64344, 1.49243, -2.62070], [0.03509, 6.88448, 1.12920], [2.04988, 0.42040, -1.93343], [-5.50627, 4.66463, -0.73657], [-0.24647, 6.16798, 1.89933], [-3.56763, 4.58354, -1.52041], [-1.59548, 0.83354, -3.56983], [-0.81794, 1.72054, 1.63452], [-0.38998, 0.61329, -3.01291], [-1.42020, -0.86760, 1.90542], [4.83642, -5.83465, 0.61727], [2.61139, -2.41919, 0.94643], [0.42209, 1.62766, -3.14210], [-1.96280, 0.02966, -4.06176], [-2.01300, 0.05198, 0.92200], [1.19685, -0.59354, -1.83787], [-2.80636, 2.66572, 0.74736], [1.37753, -4.21373, 0.97440], [-1.44124, -2.67083, 3.29730], [-2.08758, 2.32648, 0.00331], [-0.77872, 6.68751, 2.69575], [4.11858, -3.94747, -0.18566], [4.01479, -5.46435, -0.00452], [2.62896, -1.17461, 1.65280], [-3.05943, -2.47229, 1.77801], [-0.61778, -2.31722, 3.75369], [-0.64476, 4.38218, 0.31103], [-1.71460, 4.72343, -2.66311], [-1.87498, -3.51196, 3.62934], [3.53847, -0.81610, 1.56889], [1.54904, -3.41776, 2.55178], [-4.69754, 3.10928, -0.52267], [0.20813, -2.58821, -1.40283], [-0.70423, -1.83418, -2.09771], [-0.31313, 1.07306, 0.05129], [-4.55050, 4.18902, -0.51150], [-3.47442, -3.32135, 2.11325], [2.33825, 2.31983, -2.73485], [-1.16657, 1.31015, 0.68608], [-0.06435, -0.55304, -2.37630], [5.87212, -2.65691, 1.34169], [4.99973, -2.21917, 1.32473], [-1.69434, -2.14988, -2.41784], [3.07452, -3.50893, -1.06902], [-3.48320, -1.96035, 1.02522], [-2.14576, -0.45886, -0.03414], [-3.92017, 5.13718, -2.28591], [-2.63443, 1.81315, -0.79042], [4.06615, -6.07355, -1.29312], [0.07385, -3.61685, -1.08082], [-2.99460, 0.35923, 1.29107], [-2.29367, 4.99112, 1.73205], [-2.25860, 4.32945, -1.64545], [3.53659, -5.53917, -1.91659], [0.31097, 4.59023, 0.06633], [3.93456, -3.17356, 1.13656]],
  "forces_ev_per_angstrom": [[-0.39, 0.03, -0.41], [-0.86, 0.72, 1.29], [-0.33, 0.22, 0.00], [1.37, -0.50, 0.57], [0.05, 0.00, 0.02], [0.10, 0.24, -0.06], [0.21, 0.09, 0.00], [0.02, 0.08, -0.03], [0.13, -0.50, 0.59], [0.04, -0.07, 0.03], [0.26, 0.16, -0.22], [0.45, 1.06, -0.41], [-0.10, 0.08, -0.04], [-0.08, 0.05, 0.13], [0.01, 0.03, -0.09], [-0.32, -0.33, -0.09], [-0.39, -1.16, 0.88], [0.17, 0.05, 0.02], [1.34, 0.39, 0.12], [0.19, -0.02, -0.11], [-0.04, -0.08, -0.08], [-1.23, -0.05, 0.82], [-1.38, -0.13, -0.63], [0.12, -0.03, 0.05], [-0.76, 0.61, -0.71], [0.15, 0.37, -0.29], [-0.01, 0.01, -0.29], [0.19, 0.56, 0.73], [1.78, 1.00, 0.24], [-0.34, 0.29, 0.00], [0.02, 0.12, 0.01], [0.24, 0.04, 0.05], [-0.08, 0.02, -0.04], [0.02, 0.10, 0.04], [1.11, -0.67, 1.44], [-0.13, 0.32, 0.25], [0.05, -0.14, -0.12], [-0.14, -0.41, 0.72], [-0.32, 0.49, -1.15], [0.12, -0.34, -0.52], [-1.23, 0.11, -1.03], [-0.01, -0.22, 0.17], [0.35, -0.73, -1.26], [0.79, 0.07, -0.14], [0.18, -0.08, 0.16], [-0.56, -0.21, 0.12], [0.13, 0.06, -0.13], [-0.13, -0.02, 0.06], [-0.54, 0.86, -0.56], [0.21, 0.22, 0.01], [0.17, -0.06, 0.05], [0.29, 0.06, 0.08], [-0.18, 0.00, -0.10], [-0.05, -0.16, 0.03], [-0.37, -0.05, -0.11], [-0.73, -2.04, 0.63], [-0.73, 0.17, -0.03], [-0.29, -0.30, 0.00], [0.32, 0.00, 0.13], [-0.45, 0.18, 0.06], [-0.25, -0.21, -0.10], [0.05, -0.10, -0.03], [0.15, -0.07, -0.07], [-0.07, 0.01, -0.13], [0.00, 0.10, 0.14], [0.46, 0.35, 0.02], [-0.04, -0.01, 0.05], [-0.21, -0.32, -0.42], [0.32, 0.19, -0.52], [0.27, -0.30, 0.54], [-0.14, 0.00, -0.23], [1.06, -0.21, -0.13]]
}